Version P
Entry from the OMol25 dataset: a molecular structure, C13H25NO5Rb (the ωB97M-V functional and the def2-TZVPD basis).

Last column: Mulliken charge in e.
CARTESIAN COORDINATES (ANGSTROEM)
Rb (-9.346, 6.529, -14.522)  0.846
O (-12.682, 4.235, -12.018)  -0.508
C (-11.679, 4.813, -12.801)  0.760
O (-10.497, 4.655, -12.366)  -0.759
O (-12.008, 5.437, -13.809)  -0.687
H (-12.156, 3.835, -11.320)  0.289
C (-8.921, 6.281, -19.846)  -1.985
C (-8.568, 6.318, -18.346)  1.566
C (-7.070, 6.519, -18.168)  -1.011
C (-6.605, 7.935, -18.431)  -0.762
C (-7.434, 8.940, -17.656)  -1.082
C (-8.948, 8.742, -17.776)  1.430
N (-9.291, 7.346, -17.615)  0.816
O (-10.663, 7.142, -17.604)  -0.849
C (-9.425, 9.302, -19.130)  -1.891
C (-9.584, 9.585, -16.674)  -1.600
C (-8.941, 4.955, -17.776)  -1.685
H (-8.287, 6.907, -20.477)  0.350
H (-9.969, 6.566, -19.967)  0.364
H (-8.836, 5.262, -20.250)  0.478
H (-6.531, 5.845, -18.847)  0.366
H (-6.804, 6.229, -17.141)  0.253
H (-6.688, 8.124, -19.507)  0.308
H (-5.551, 8.029, -18.154)  0.361
H (-7.179, 9.952, -18.005)  0.400
H (-7.142, 8.946, -16.596)  0.275
H (-10.488, 9.100, -19.257)  0.355
H (-8.873, 8.837, -19.949)  0.363
H (-9.240, 10.379, -19.245)  0.421
H (-9.334, 9.192, -15.687)  0.198
H (-10.666, 9.630, -16.789)  0.342
H (-9.194, 10.605, -16.747)  0.354
H (-8.913, 4.931, -16.689)  0.109
H (-8.230, 4.205, -18.144)  0.440
H (-9.931, 4.656, -18.113)  0.345
C (-10.776, 7.847, -11.089)  -1.020
C (-11.429, 8.398, -12.320)  0.942
O (-10.807, 8.612, -13.338)  -0.503
C (-12.896, 8.705, -12.257)  -1.205
H (-11.011, 8.461, -10.218)  0.383
H (-9.697, 7.798, -11.222)  0.197
H (-11.140, 6.829, -10.925)  0.256
H (-13.229, 9.068, -13.225)  0.299
H (-13.090, 9.483, -11.510)  0.368
H (-13.483, 7.831, -11.974)  0.311

Results
Lowest unoccupied orbital energy in eV: 2.10
HOMO-LUMO gap in eV: 4.24
Total charge: -1
HOMO energy in Eh: -0.07862

---

Version Q
Entry from the OMol25 dataset: a molecular structure, C13H25NO5Rb (the ωB97M-V functional and the def2-TZVPD basis).

Last column: natural (NBO) charge in e.
CARTESIAN COORDINATES (ANGSTROEM)
Rb (3.232, -2.082, 0.979)  0.987
O (6.395, 0.064, 6.548)  -0.731
C (5.389, 0.492, 5.838)  0.898
O (5.115, 1.704, 5.940)  -0.828
O (4.660, -0.342, 5.272)  -0.826
H (6.351, 0.972, 6.856)  0.489
C (-3.554, -0.123, 1.713)  -0.641
C (-2.478, -1.111, 1.166)  0.127
C (-3.220, -2.384, 0.625)  -0.394
C (-3.849, -2.335, -0.656)  -0.392
C (-2.865, -1.880, -1.755)  -0.403
C (-2.130, -0.538, -1.374)  0.145
N (-1.615, -0.594, 0.081)  -0.251
O (-0.745, 0.516, 0.426)  -0.854
C (-2.998, 0.732, -1.608)  -0.650
C (-0.964, -0.535, -2.383)  -0.611
C (-1.769, -1.663, 2.411)  -0.617
H (-3.225, 0.671, 2.383)  0.219
H (-4.247, -0.768, 2.254)  0.180
H (-4.051, 0.418, 0.907)  0.202
H (-4.007, -2.754, 1.281)  0.191
H (-2.506, -3.207, 0.582)  0.183
H (-4.669, -1.621, -0.585)  0.183
H (-4.277, -3.304, -0.914)  0.188
H (-3.373, -1.678, -2.698)  0.192
H (-2.170, -2.713, -1.855)  0.187
H (-3.093, 0.862, -2.686)  0.179
H (-2.474, 1.596, -1.200)  0.247
H (-3.987, 0.554, -1.184)  0.192
H (-0.271, 0.275, -2.154)  0.232
H (-1.308, -0.436, -3.413)  0.182
H (-0.446, -1.494, -2.356)  0.183
H (-1.092, -0.938, 2.863)  0.231
H (-0.992, -2.363, 2.105)  0.186
H (-2.491, -1.962, 3.171)  0.199
C (4.000, 3.507, -1.588)  -0.724
C (4.577, 2.319, -2.327)  0.613
O (4.998, 1.326, -1.752)  -0.570
C (4.610, 2.371, -3.879)  -0.730
H (4.276, 3.486, -0.534)  0.247
H (2.930, 3.329, -1.696)  0.254
H (4.211, 4.477, -2.039)  0.222
H (3.820, 1.806, -4.375)  0.242
H (5.591, 1.960, -4.116)  0.232
H (4.710, 3.383, -4.272)  0.214

Results
Lowest unoccupied orbital energy in eV: 0.63
HOMO-LUMO gap in eV: 2.93
Total charge: -1
HOMO energy in Eh: -0.08444

---

The structure with the least stability is version Q.

---

Version P
Entry from the OMol25 dataset: C6H9O3P in the gas phase (the ωB97M-V functional and the def2-TZVPD basis).

Last column: natural (NBO) charge in e.
CARTESIAN COORDINATES (ANGSTROEM)
C (-1.484, 2.022, 0.484)  -0.681
C (-0.385, 1.028, 0.422)  -0.087
C (-0.286, -0.315, 0.547)  -0.286
C (-1.585, -1.094, 0.859)  -0.640
P (1.498, -0.852, 0.073)  2.117
C (1.642, -1.662, -1.578)  -0.970
O (2.338, -1.597, 0.965)  -1.064
O (1.970, 0.715, -0.100)  -0.785
C (0.926, 1.658, -0.067)  0.771
O (1.113, 2.768, -0.464)  -0.530
H (-1.979, 1.696, 1.438)  0.229
H (-2.240, 1.888, -0.333)  0.242
H (-0.914, 3.067, 0.535)  0.271
H (-1.292, -2.094, 1.063)  0.225
H (-2.132, -1.192, 0.015)  0.220
H (-2.132, -0.651, 1.726)  0.229
H (2.677, -1.710, -1.701)  0.259
H (1.089, -2.535, -1.453)  0.240
H (1.176, -1.140, -2.430)  0.240

Results
Lowest unoccupied orbital energy in eV: 0.04
HOMO-LUMO gap in eV: 10.38
SMILES string: CC1=C(C)[P@](C)(=O)OC1=O
HOMO energy in Eh: -0.37998

---

Version Q
Entry from the OMol25 dataset: 2 unconnected molecules or ions with the total composition C6H9O3P (the ωB97M-V functional and the def2-TZVPD basis).

Last column: natural (NBO) charge in e.
CARTESIAN COORDINATES (ANGSTROEM)
C (0.418, 0.608, -2.008)  -0.604
C (-0.373, 0.402, -0.811)  -0.098
C (-1.686, 1.358, -0.836)  -0.596
C (-0.754, -0.746, -0.073)  -0.391
C (0.213, 0.464, 0.519)  -0.669
P (1.741, -0.376, 0.616)  1.335
O (2.557, 0.227, 1.691)  -1.016
H (0.301, -0.305, -2.633)  0.218
H (1.401, 0.755, -1.836)  0.215
H (0.015, 1.455, -2.581)  0.223
H (-2.118, 1.462, 0.217)  0.206
H (-2.378, 1.045, -1.676)  0.224
H (-1.255, 2.397, -0.939)  0.210
H (-1.820, -0.523, 0.251)  0.230
H (-0.528, -1.828, -0.349)  0.241
H (-0.504, 0.808, 1.263)  0.256
O (1.108, -1.410, 2.796)  -0.523
C (1.571, -2.408, 3.071)  1.034
O (2.090, -3.384, 3.319)  -0.496

Results
Lowest unoccupied orbital energy in eV: 0.14
HOMO-LUMO gap in eV: 9.18
SMILES string: CC1(C)C[C@H]1P=O.O=C=O
HOMO energy in Eh: -0.33220

---

The structure with the least stability is version Q.

---

Version P
Entry from the OMol25 dataset: a gas-phase ion, C4H8N3 (charge +1) (the ωB97M-V functional and the def2-TZVPD basis).

Last column: natural (NBO) charge in e.
CARTESIAN COORDINATES (ANGSTROEM)
C (-1.573, -0.834, 0.114)  0.255
C (-1.261, 0.212, -1.036)  -0.340
C (1.116, -1.064, 0.268)  -0.443
C (1.058, 0.494, -0.086)  -0.208
N (0.286, -1.885, -0.337)  -0.031
N (-1.206, 0.133, 1.022)  -0.437
N (-0.415, 0.900, 0.016)  -0.248
H (-0.661, -0.336, -1.897)  0.281
H (-2.210, 0.653, -1.213)  0.277
H (2.288, -1.181, 0.159)  0.291
H (1.006, -1.243, 1.460)  0.255
H (1.548, 1.182, 0.498)  0.230
H (1.176, 0.834, -1.157)  0.246
H (-0.882, 0.204, 1.967)  0.426
H (-0.269, 1.932, 0.222)  0.444

Results
Lowest unoccupied orbital energy (spin up / spin down) in eV: -3.77 / -5.98
HOMO-LUMO gap (spin up / spin down) in eV: 9.97 / 7.81
Total charge: +1
2S+1: 3
HOMO energy (spin up / spin down) in Eh: -0.50488 / -0.50684

---

Version Q
Entry from the OMol25 dataset: a molecular structure, C4H8N3 (the ωB97M-V functional and the def2-TZVPD basis).

Last column: natural (NBO) charge in e.
CARTESIAN COORDINATES (ANGSTROEM)
C (-0.168, -0.137, 0.530)  0.478
C (-1.367, 0.763, -1.354)  -0.161
C (0.090, -1.213, 2.093)  -0.099
C (1.016, 1.050, -1.224)  -0.431
N (-0.679, 0.022, 1.750)  -0.114
N (-0.260, 0.512, -0.801)  -0.364
N (0.458, -1.273, 0.758)  -0.389
H (-1.550, 1.394, -2.195)  0.228
H (-2.263, 0.315, -0.873)  0.203
H (0.900, -0.946, 2.680)  0.233
H (-0.727, -1.899, 2.331)  0.242
H (1.481, 0.154, -1.793)  0.231
H (0.830, 2.026, -1.785)  0.260
H (1.590, 1.337, -0.274)  0.229
H (0.647, -2.104, 0.158)  0.452

Results
Lowest unoccupied orbital energy (spin up / spin down) in eV: -3.98 / -7.76
HOMO-LUMO gap (spin up / spin down) in eV: 6.54 / 8.42
Total charge: +1
2S+1: 3
HOMO energy (spin up / spin down) in Eh: -0.38670 / -0.59457

---

Version R
Entry from the OMol25 dataset: 2 unconnected molecules or ions with the total composition C4H8N3 (the ωB97M-V functional and the def2-TZVPD basis).

Last column: natural (NBO) charge in e.
CARTESIAN COORDINATES (ANGSTROEM)
C (-0.008, -0.978, 1.396)  0.224
C (1.663, 0.067, -2.256)  0.118
C (-1.361, 0.272, 2.439)  -0.361
C (-1.413, 0.675, 0.996)  0.030
N (-0.539, -0.857, 2.517)  -0.113
N (-0.509, -0.090, 0.392)  -0.540
N (0.552, -0.425, -1.957)  -0.576
H (0.852, -1.512, 1.203)  0.210
H (1.880, -0.257, -3.219)  0.218
H (-0.998, 1.109, 3.102)  0.241
H (-2.279, -0.077, 2.895)  0.244
H (-1.962, 1.514, 0.547)  0.229
H (2.293, 0.331, -1.471)  0.219
H (-0.226, -0.673, -2.568)  0.424
H (0.056, -0.309, -0.955)  0.434

Results
Lowest unoccupied orbital energy (spin up / spin down) in eV: -4.59 / -7.49
HOMO-LUMO gap (spin up / spin down) in eV: 5.83 / 7.56
Total charge: +1
2S+1: 3
HOMO energy (spin up / spin down) in Eh: -0.38283 / -0.55309

---

The structure with the least stability is version P.